(1)
A 4-piece molecular cluster, C39H69F2N2O17P3Si overall at a distorted geometry, computed with ωB97M-V/def2-TZVPD.

```
! wB97M-V def2-TZVPD RIJCOSX def2/J DEFGRID3
* xyz 0 1
C 1.9852 0.6841 -0.7577
Si 1.7564 -0.1545 -2.4859
C 0.0876 0.4910 -3.1986
C 1.8888 -2.0964 -2.4061
C 3.4199 -2.5400 -2.0307
C 3.6033 -3.0364 -0.4422
F 3.2187 -4.4970 -0.4216
F 2.5464 -2.3190 0.2782
C 5.1225 -2.9377 0.1230
C 6.4337 -3.4549 -0.7794
C 6.3302 -4.1495 -2.2714
P 6.5821 -2.9118 -3.7258
O 5.2895 -2.7465 -4.6522
O 7.8419 -3.5909 -4.7781
O 7.2393 -1.3526 -3.1991
C 8.0061 -3.3268 -0.2228
C 8.3705 -2.7016 1.2364
C 7.1124 -2.2404 2.1715
C 7.5319 -1.6379 3.6677
N 8.6320 -2.4842 4.3441
C 5.5470 -2.3537 1.6321
P 4.2168 -1.7741 2.9278
P 3.7342 0.3735 2.6013
O 2.1808 0.6248 2.4500
O 4.7278 1.1190 1.3811
O 4.1915 1.1546 4.1308
C 9.9918 -2.6902 1.4090
O 10.8270 -2.0649 2.2418
N 10.4078 -3.6102 0.2417
C 9.4214 -3.7358 -0.9387
O 9.7378 -4.0534 -2.2019
C 3.1575 0.6209 -3.6238
C 2.9297 1.0273 -5.1956
C 4.1926 1.6863 -6.0488
C 5.6917 1.9685 -5.4202
C 5.9260 1.5366 -3.8250
C 4.6708 0.9056 -2.9793
H 2.1599 1.8513 -0.8256
H 2.9421 0.1687 -0.2665
H 1.0861 0.3987 -0.0298
H -0.1914 0.0949 -4.2635
H -0.7419 0.2490 -2.3839
H 0.1639 1.6780 -3.2183
H 1.7076 -2.4596 -3.5288
H 1.0472 -2.6048 -1.7721
H 3.6404 -3.5257 -2.6674
H 4.2534 -1.7751 -2.3485
H 5.3618 -4.8334 -2.4009
H 7.2422 -4.9161 -2.3524
H 7.6536 -3.3623 -5.7361
H 7.4568 -0.8405 -4.0551
H 7.8638 -0.5180 3.5017
H 6.6515 -1.6214 4.4344
H 8.4297 -3.5003 4.2183
H 8.5741 -2.1900 5.3527
H 2.9942 -2.5771 2.7788
H 4.3541 2.0341 1.1417
H 5.1528 0.8744 4.3148
H 11.1205 -2.9693 -0.2080
H 1.8666 0.8712 -5.6644
H 3.9540 1.9910 -7.1721
H 6.5758 2.4623 -6.0474
H 6.9943 1.7136 -3.3406
H 4.8762 0.5959 -1.8449
C -1.0632 0.4857 2.4228
O -2.2545 -0.0364 1.8529
C -3.2249 -0.4467 2.8124
C -4.6143 0.1251 2.4930
O -4.7504 1.5476 2.5797
C -4.0002 2.3367 1.6485
C -4.3737 2.1818 0.1677
O -4.0846 0.8806 -0.3226
C -5.1637 0.2714 -1.0203
H -0.3460 -0.3227 2.5715
H -0.6387 1.2073 1.7173
H -1.2471 1.0033 3.3677
H -2.9371 -0.1643 3.8322
H -3.2783 -1.5405 2.7678
H -5.3089 -0.2790 3.2381
H -4.9842 -0.2335 1.5329
H -2.9321 2.2003 1.8117
H -4.2009 3.3789 1.9270
H -3.7797 2.8850 -0.4199
H -5.4313 2.4462 0.0298
H -6.1382 0.5856 -0.6369
H -5.0855 -0.8133 -0.8930
H -5.0876 0.5061 -2.0826
C -5.9424 0.3674 10.4498
O -4.7508 0.8285 9.8302
C -3.7881 -0.1947 9.5913
C -3.2634 -0.1530 8.1483
O -4.2137 -0.4467 7.1187
C -5.3044 0.4673 6.9520
C -4.9400 1.8881 6.4997
O -4.1834 2.5832 7.4803
C -3.0044 3.1969 6.9747
H -5.8369 0.4301 11.5339
H -6.7616 1.0231 10.1376
H -6.1950 -0.6544 10.1555
H -4.1887 -1.1924 9.8077
H -2.9498 -0.0128 10.2735
H -2.4933 -0.9279 8.0622
H -2.7509 0.7847 7.9352
H -5.9302 0.4756 7.8433
H -5.9316 0.0270 6.1667
H -5.8607 2.4544 6.3445
H -4.4150 1.8393 5.5355
H -2.5714 2.6418 6.1382
H -2.2620 3.2276 7.7788
H -3.2305 4.2186 6.6672
C -6.6584 2.8553 -4.1448
O -6.6618 1.7403 -5.0241
C -7.8877 1.5609 -5.7281
C -7.6532 1.3676 -7.2338
O -7.1110 2.4883 -7.9406
C -5.7850 2.9047 -7.5924
C -4.6573 1.9065 -7.8886
O -4.7625 0.7318 -7.0973
C -4.6709 -0.4774 -7.8404
H -6.9989 2.5412 -3.1570
H -5.6289 3.2185 -4.0629
H -7.2793 3.6762 -4.5126
H -8.5780 2.3979 -5.5684
H -8.3581 0.6552 -5.3285
H -8.6313 1.1812 -7.6916
H -7.0671 0.4717 -7.4363
H -5.7564 3.2515 -6.5604
H -5.5954 3.7989 -8.1995
H -3.7012 2.3735 -7.6432
H -4.6474 1.6773 -8.9632
H -5.0706 -0.3757 -8.8529
H -5.2569 -1.2434 -7.3222
H -3.6299 -0.8002 -7.8810
*
```

For the total energy, the calculation gives -4428.45355 a.u. Its SMILES is C[Si](C)(CCC(F)(F)c1c(CP(=O)(O)O)c2c(c(CN)c1PP(=O)(O)O)C(=O)NC2=O)c1ccccc1.COCCOCCOC.COCCOCCOC.COCCOCCOC.


(2)
A 2-piece molecular cluster, C4H6N2O overall at a distorted geometry, computed with ωB97M-V/def2-TZVPD.

```
! wB97M-V def2-TZVPD RIJCOSX def2/J DEFGRID3
* xyz 0 1
O 1.3984 2.8698 -4.8110
H 2.0153 2.4805 -5.4715
H 0.5902 3.0912 -5.3268
N -2.0187 1.6070 1.1216
N 0.0000 0.0000 0.0000
C -1.8311 0.3344 1.6078
C -0.7461 -0.4421 1.0521
C -1.2375 2.0305 0.1267
C -0.2497 1.2723 -0.4377
H -2.6090 -0.0037 2.3050
H -0.5526 -1.3947 1.5625
H -1.2794 3.0604 -0.2518
H 0.3109 1.6372 -1.3085
*
```

Its SMILES is c1cnccn1.O. The calculation puts the relative energy (zero: lowest compared OMol25 entry of this formula, charge and spin) at 35.42 kcal/mol.


(3)
One molecule with the formula C3H3N3S at a distorted geometry, computed with ωB97M-V/def2-TZVPD.

```
! wB97M-V def2-TZVPD RIJCOSX def2/J DEFGRID3
* xyz 0 1
C 1.6192 0.9374 0.5468
C -1.4984 -0.4101 0.2236
C -0.8939 -0.9125 -0.9340
H 1.3938 1.4836 1.4728
H -2.5204 -0.4708 0.5082
H -1.3210 -1.5407 -1.7099
N 0.4770 0.1846 0.2037
N -0.6282 0.2853 0.9022
N 0.3847 -0.5632 -0.9254
S 2.9872 1.0065 -0.2880
*
```

Its SMILES is S=Cn1nccn1. The calculation puts the relative energy (zero: lowest compared OMol25 entry of this formula, charge and spin) at 36.27 kcal/mol.